Record 1
Entry from the Open Molecules 2025 dataset: a 3-piece molecular cluster, C24H42Br4F13O3PS overall (ωB97M-V/def2-TZVPD).

SMILES	CCCCCCCP(O)(CCC)(CCCC(=O)O)CCC(F)(F)C(F)(F)C(F)(F)C(F)(F)S(F)(F)(F)(F)F.BrCCBr.BrCCBr
charge	0
2S+1	1
Kohn-Sham gap	9.3194	eV
HOMO level	-0.3372	hartree

Last column: Mulliken charge in e.
CARTESIAN COORDINATES (ANGSTROEM)
C1 -3.384 -4.205 3.577  -1.12
C2 -3.830 -4.352 2.114  -0.35
C3 -3.149 -5.478 1.323  -0.66
C4 -1.634 -5.598 1.498  -1.01
C5 -0.867 -4.308 1.205  -0.62
C6 -1.026 -3.821 -0.251  -0.12
C7 0.322 -3.500 -0.931  -1.17
P1 0.122 -2.218 -2.250  1.84
O1 -0.237 -3.512 -3.414  -0.82
C8 1.524 -1.660 -3.297  -1.19
C9 2.771 -2.574 -3.222  -0.25
C10 4.075 -1.777 -3.259  -1.37
C11 -1.509 -1.474 -2.655  -1.64
C12 -2.299 -1.954 -3.871  -0.39
C13 -3.505 -1.039 -4.152  -1.08
C14 -4.491 -1.072 -3.005  0.65
O2 -4.540 -0.267 -2.133  -0.53
O3 -5.347 -2.127 -2.999  -0.49
C15 0.394 -0.829 -0.929  -1.85
C16 1.832 -0.726 -0.409  -0.38
C17 1.984 -0.441 1.065  0.33
F1 1.237 -1.327 1.766  -0.30
F2 3.274 -0.628 1.452  -0.35
C18 1.571 0.964 1.592  0.56
F3 1.387 0.881 2.924  -0.35
F4 0.404 1.322 1.025  -0.26
C19 2.561 2.171 1.439  0.58
F5 1.871 3.241 1.883  -0.18
F6 3.621 1.961 2.232  -0.33
C20 3.074 2.450 -0.005  0.59
F7 3.936 1.478 -0.338  -0.30
F8 2.029 2.398 -0.847  -0.27
S1 3.929 4.135 -0.308  1.38
F9 2.517 4.844 -0.162  -0.27
F10 3.699 3.953 -1.861  -0.30
F11 5.352 3.467 -0.442  -0.29
F12 4.200 4.351 1.245  -0.30
F13 4.575 5.532 -0.592  -0.29
H1 -4.232 -3.968 4.222  0.36
H2 -2.651 -3.406 3.709  0.28
H3 -2.929 -5.123 3.958  0.25
H4 -3.701 -3.402 1.585  0.18
H5 -4.905 -4.552 2.098  0.43
H6 -3.372 -5.332 0.260  0.25
H7 -3.613 -6.432 1.597  0.41
H8 -1.403 -5.942 2.511  0.38
H9 -1.268 -6.384 0.825  0.38
H10 -1.203 -3.525 1.891  0.10
H11 0.193 -4.462 1.428  0.54
H12 -1.526 -4.593 -0.840  0.58
H13 -1.686 -2.951 -0.265  -0.26
H14 1.035 -3.166 -0.177  0.55
H15 0.723 -4.414 -1.373  0.68
H16 0.496 -4.133 -3.492  0.29
H17 1.135 -1.676 -4.317  0.45
H18 1.793 -0.625 -3.073  0.64
H19 2.758 -3.182 -2.311  0.15
H20 2.757 -3.278 -4.058  0.50
H21 4.935 -2.439 -3.375  0.41
H22 4.079 -1.071 -4.092  0.34
H23 4.215 -1.217 -2.331  0.21
H24 -2.120 -1.574 -1.753  0.48
H25 -1.328 -0.400 -2.753  0.52
H26 -1.665 -1.967 -4.756  0.29
H27 -2.638 -2.979 -3.707  0.36
H28 -3.177 -0.004 -4.263  0.35
H29 -3.989 -1.346 -5.083  0.44
H30 -5.151 -2.721 -3.734  0.35
H31 0.100 0.138 -1.344  0.51
H32 -0.300 -1.023 -0.104  0.68
H33 2.388 0.013 -0.983  0.50
H34 2.378 -1.669 -0.533  0.30
Br1 4.202 6.318 5.125  -0.14
C21 2.651 5.659 4.156  -0.33
C22 1.971 6.744 3.365  -0.12
Br2 0.989 7.971 4.513  -0.20
H35 1.988 5.216 4.893  0.45
H36 3.020 4.888 3.488  -0.06
H37 1.233 6.317 2.690  -0.07
H38 2.679 7.347 2.806  0.43
Br3 -3.922 6.473 3.853  -0.13
C23 -2.776 7.806 3.027  -0.24
C24 -2.556 7.535 1.562  -0.62
Br4 -1.372 6.020 1.271  -0.09
H39 -1.843 7.803 3.583  0.03
H40 -3.279 8.761 3.158  0.35
H41 -2.074 8.387 1.089  0.33
H42 -3.481 7.301 1.044  0.38



Record 2
Entry from the Open Molecules 2025 dataset: C24H42Cl3N4O3SiSm as an isolated structure in a non-equilibrium geometry (ωB97M-V/def2-TZVPD).

charge	0
2S+1	6
Kohn-Sham gap (spin up / spin down)	2.6035 / 3.1709	eV
HOMO level (spin up / spin down)	-0.1183 / -0.1186	hartree

Last column: Löwdin spin population.
CARTESIAN COORDINATES (ANGSTROEM)
C1 -1.766 -2.150 -3.901  0.00
C2 -1.104 -2.768 -2.681  0.00
H1 -2.059 -2.947 -4.599  0.00
H2 -1.124 -1.407 -4.446  0.00
H3 -2.686 -1.640 -3.584  0.00
C3 -0.695 -4.111 -2.683  0.00
C4 -0.367 -4.853 -3.895  0.00
H4 -0.624 -4.614 -1.731  0.00
H5 0.048 -4.187 -4.657  0.00
H6 -1.244 -5.345 -4.328  0.00
H7 0.352 -5.648 -3.680  0.00
Sm1 0.987 1.737 1.008  5.05
Cl1 -1.617 1.322 0.740  -0.01
Cl2 2.430 3.803 0.424  -0.01
H8 1.093 5.744 4.343  0.00
H9 -1.310 6.650 3.517  0.00
C5 1.171 5.291 3.348  0.00
C6 -1.043 6.177 2.559  0.00
N1 -0.167 5.038 2.804  0.00
H10 1.742 4.357 3.404  0.00
C7 -0.582 3.796 2.620  0.00
O1 0.164 2.806 2.921  0.00
H11 -1.953 5.818 2.054  0.00
H12 -1.558 3.648 2.142  0.00
H13 1.699 6.002 2.705  0.00
H14 -0.521 6.908 1.926  0.00
H15 1.646 -1.068 -3.021  0.00
H16 2.349 -3.839 -1.834  0.00
C8 2.659 -0.987 -2.604  0.00
C9 3.195 -3.188 -1.580  0.00
N2 2.765 -1.799 -1.397  0.00
H17 2.878 0.056 -2.371  0.00
C10 2.579 -1.298 -0.163  0.00
O2 2.242 -0.115 0.108  -0.01
H18 3.655 -3.552 -0.657  0.00
H19 2.775 -2.023 0.646  0.00
H20 3.367 -1.388 -3.335  0.00
H21 3.916 -3.244 -2.402  0.00
O3 -0.302 -1.791 -2.072  0.00
C11 -1.411 -2.167 -1.214  0.00
C12 0.143 -3.441 0.314  0.00
C13 -1.105 -2.822 0.056  0.00
H22 0.959 -3.262 -0.381  0.00
C14 0.345 -4.214 1.454  0.00
H23 -2.226 -1.436 -1.185  0.00
C15 -2.052 -2.820 1.118  0.00
H24 1.309 -4.728 1.593  0.00
C16 -0.677 -4.340 2.407  0.00
C17 -1.868 -3.606 2.250  0.00
H25 -2.939 -2.183 1.022  0.00
H26 -0.520 -5.000 3.270  0.00
H27 -2.651 -3.687 3.018  0.00
Si1 -0.373 2.901 -2.802  0.00
Cl3 0.482 1.189 -1.532  -0.01
C18 1.175 3.879 -3.273  0.00
C19 -1.537 3.928 -1.713  0.00
C20 -1.275 2.565 -4.381  0.00
H28 2.071 3.549 -2.725  0.00
H29 1.039 4.958 -3.089  0.00
H30 1.356 3.759 -4.356  0.00
H31 -0.607 2.132 -5.133  0.00
H32 -1.621 3.539 -4.768  0.00
H33 -2.156 1.933 -4.226  0.00
H34 -1.703 3.468 -0.726  0.00
H35 -2.507 4.011 -2.235  0.00
H36 -1.144 4.949 -1.577  0.00
C21 -1.340 -0.482 5.742  0.00
N3 -0.510 -0.633 4.551  0.00
C22 0.600 -1.463 4.426  0.00
C23 1.144 -1.193 3.194  0.00
N4 0.433 -0.164 2.601  -0.01
C24 -0.612 0.076 3.407  0.00
H37 -1.785 -1.445 6.025  0.00
H38 -0.735 -0.115 6.585  0.00
H39 -2.137 0.241 5.531  0.00
H40 0.897 -2.157 5.190  0.00
H41 1.981 -1.669 2.707  0.00
H42 -1.431 0.756 3.207  0.00



Record 3
Entry from the Open Molecules 2025 dataset: C24H42ClN5O5 as an isolated structure in a non-equilibrium geometry (ωB97M-V/def2-TZVPD).

charge	0
2S+1	1
Kohn-Sham gap	8.3093	eV
HOMO level	-0.2937	hartree

Last column: Mulliken charge in e.
CARTESIAN COORDINATES (ANGSTROEM)
C1 1.212 -2.563 -2.945  -1.02
C2 2.355 -1.997 -2.038  -0.57
N1 1.851 -0.824 -1.156  0.77
C3 0.948 -1.428 -0.060  -0.34
C4 3.048 -0.064 -0.559  -0.76
C5 2.655 1.082 0.406  -0.54
C6 1.015 0.268 -1.958  1.43
C7 1.884 1.132 -2.863  -1.96
O1 2.518 0.428 -3.828  -0.34
C8 3.465 1.183 -4.597  -0.87
H1 0.973 -1.840 -3.725  0.18
H2 0.336 -2.936 -2.415  0.15
H3 1.474 -3.492 -3.452  0.53
H4 3.166 -1.536 -2.603  0.56
H5 2.789 -2.754 -1.384  0.52
H6 0.065 -1.864 -0.528  -0.07
H7 0.709 -0.723 0.737  -0.65
H8 1.496 -2.248 0.403  0.49
H9 3.643 0.204 -1.432  0.61
H10 3.576 -0.871 -0.051  0.59
H11 2.117 0.706 1.277  -0.38
H12 2.154 1.972 0.027  0.31
H13 3.580 1.495 0.810  0.65
H14 0.497 0.853 -1.198  -0.67
H15 0.183 -0.185 -2.497  0.38
H16 2.519 1.798 -2.279  0.62
H17 1.329 1.916 -3.379  0.60
H18 4.306 1.492 -3.977  0.33
H19 3.031 2.081 -5.038  0.32
H20 3.892 0.687 -5.468  0.28
Cl1 -0.844 -0.311 1.444  2.12
O2 0.583 -0.463 1.837  -0.88
O3 -1.176 -1.388 0.600  -0.32
O4 -1.671 -0.381 2.622  -0.95
O5 -1.061 0.940 0.847  -0.23
C9 -3.576 2.561 1.507  -0.67
C10 -3.294 1.609 0.378  0.56
C11 -3.442 0.133 0.758  1.41
C12 -4.813 -0.342 1.095  0.29
N2 -5.881 -0.679 1.370  -0.66
H21 -4.547 2.330 1.946  0.50
H22 -3.660 3.588 1.154  0.49
H23 -2.753 2.504 2.220  -0.57
H24 -2.273 1.845 0.079  -0.18
H25 -3.892 1.811 -0.510  0.50
H26 -2.827 -0.050 1.639  -0.09
H27 -3.062 -0.596 0.043  -0.03
N3 -1.399 0.140 -0.888  2.01
C13 -1.355 1.185 -1.726  -0.03
C14 -1.063 0.751 -2.953  -1.13
C15 -1.198 -0.641 -2.961  -1.39
C16 -1.365 -1.015 -1.623  -1.13
H28 -1.450 0.142 0.121  -4.14
H29 -1.426 2.215 -1.412  0.58
H30 -0.882 1.351 -3.833  0.65
H31 -1.089 -1.261 -3.839  0.63
H32 -1.404 -1.977 -1.135  1.41
N4 -0.676 1.832 2.820  -0.08
C17 -1.053 3.091 2.927  -0.58
C18 0.012 3.953 2.823  -0.73
C19 1.140 3.101 2.682  -0.87
C20 0.680 1.774 2.724  -0.71
H33 -1.305 1.048 2.916  0.46
H34 -2.047 3.418 3.195  0.54
H35 0.045 5.033 2.808  0.47
H36 2.135 3.500 2.550  0.47
H37 1.179 0.817 2.686  0.97
N5 -0.594 -2.414 2.350  0.22
C21 0.493 -2.499 3.237  -0.46
C22 0.639 -3.827 3.640  -0.60
C23 -0.353 -4.566 2.886  -0.93
C24 -1.105 -3.665 2.179  -0.43
H38 -0.913 -1.501 2.057  0.66
H39 0.950 -1.549 3.471  0.29
H40 1.346 -4.148 4.391  0.44
H41 -0.534 -5.617 3.055  0.43
H42 -2.006 -3.754 1.591  0.45



For reference, total energy by record: -367332.4432 -101023.2735 -55745.0659 eV.